This record from the Open Molecules 2025 dataset describes a cluster of 2 separate species, C6H7BrI2O3 in total. The level of theory is the ωB97M-V functional and the def2-TZVPD basis.

```
19
Properties=species:S:1:pos:R:3
C 0.29223 3.04078 -0.88444
C -0.52818 2.25217 -1.50435
C 0.36104 -1.00265 -0.44004
C -0.68065 -1.40390 2.43119
C 0.36806 -2.13260 1.60430
C 0.50820 0.41907 -2.27617
O -0.67090 -1.47389 -0.81656
O 1.00999 -1.24280 0.67727
O 1.08601 -0.09525 -1.15375
Br 1.78524 1.01429 -3.50704
I -0.29801 4.83646 0.08568
I -2.53703 2.21953 -1.87802
H 1.35051 2.86160 -0.81868
H -1.48782 -1.05584 1.79199
H -1.08786 -2.08406 3.17139
H -0.23467 -0.55255 2.93971
H -0.08950 -2.95504 1.04613
H 1.17668 -2.50872 2.23002
H -0.32334 -0.13658 -2.69864
```

2S+1 = 3
Energy relative to the best compared isomer or geometry (same formula, charge and spin) = 257.5 kJ/mol
<S²> = 2.021
Orbital gap (spin up / spin down) = 6.540 / 6.363 eV
HOMO (spin up / spin down) = -6.43 / -9.00 eV

=====

This record from the Open Molecules 2025 dataset describes an isolated molecule of C2H6OS2. The level of theory is the ωB97M-V functional and the def2-TZVPD basis.

```
11
Properties=species:S:1:pos:R:3
C 1.32325 -0.11930 0.26416
C 0.06996 0.59094 -0.67767
S -1.30071 -0.29283 0.08615
O -1.21873 -1.65208 -0.37279
S -2.99445 0.66595 0.11581
H 1.24582 -1.16034 0.27626
H 2.30556 0.04675 -0.01607
H 0.93591 0.40147 1.22202
H 0.34312 0.32661 -1.63545
H -0.11422 1.75772 -0.56728
H -0.59550 -0.56489 1.30488
```

Energy relative to the best compared isomer or geometry (same formula, charge and spin) = 250.3 kJ/mol
SMILES = CC[S@H](=O)=S
Orbital gap = 10.037 eV
HOMO = -9.53 eV

=====

This record from the Open Molecules 2025 dataset describes a cluster of 20 separate species, C80H160O42 in total. The level of theory is the ωB97M-V functional and the def2-TZVPD basis.

```
282
Properties=species:S:1:pos:R:3
C -17.53812 9.54427 -19.12696
C -16.57741 8.53388 -18.55494
O -16.84251 7.17140 -18.93901
C -17.96627 6.52437 -18.51536
O -18.85665 7.04612 -17.87346
O -17.94343 5.20374 -18.82381
C -16.81811 4.48114 -19.30979
H -17.54633 9.68132 -20.20828
H -17.27880 10.48486 -18.64101
H -18.53554 9.18889 -18.86817
H -16.32478 8.66131 -17.50231
H -15.62793 8.78944 -19.02534
H -17.10002 3.51086 -19.71866
H -16.08212 4.28941 -18.52898
H -16.29762 5.00517 -20.11141
C -25.02152 9.78468 -11.72565
C -25.27089 8.93689 -12.95677
O -26.44967 8.18557 -12.83027
C -26.74903 7.26124 -13.70669
O -26.12003 6.98577 -14.69436
O -27.96054 6.78577 -13.37316
C -28.59726 5.78255 -14.15256
H -24.79306 9.13465 -10.88104
H -25.93359 10.36466 -11.58477
H -24.15041 10.37092 -12.01823
H -24.40927 8.27253 -13.02259
H -25.29201 9.49029 -13.89560
H -27.93537 4.94560 -14.37508
H -28.94828 6.30776 -15.04084
H -29.40407 5.35493 -13.55733
C -14.73760 7.85230 -14.22895
C -15.94566 8.62618 -14.65642
O -16.57456 9.21414 -13.50183
C -16.93101 10.53457 -13.40948
O -16.90303 11.33218 -14.31800
O -17.56413 10.74779 -12.24988
C -18.16337 11.97710 -11.88807
H -15.10450 7.17549 -13.45732
H -14.02499 8.55102 -13.79069
H -14.28456 7.27289 -15.03340
H -16.64453 8.04932 -15.26215
H -15.64470 9.47209 -15.27445
H -17.47727 12.79157 -11.65566
H -18.76783 11.90611 -10.98381
H -18.84293 12.39208 -12.63245
C -19.24795 5.56062 -14.03135
C -18.13700 5.31970 -15.07669
O -16.99236 4.68009 -14.42585
C -15.78999 4.61235 -15.06741
O -15.54620 4.99311 -16.25401
O -14.87851 4.18763 -14.12763
C -13.49213 4.24827 -14.46478
H -18.97404 6.13141 -13.14407
H -19.62980 4.57731 -13.75676
H -20.03475 6.05349 -14.60242
H -17.89922 6.34045 -15.37604
H -18.42399 4.87490 -16.02952
H -13.15543 3.35194 -14.98568
H -12.91143 4.20967 -13.54316
H -13.26139 5.12555 -15.06913
C -34.20574 8.88792 -15.96350
C -32.93763 9.70612 -16.17281
O -31.97653 8.75060 -16.22156
C -30.74376 9.12922 -16.38981
O -30.39962 10.34794 -16.40927
O -30.02556 8.05150 -16.51569
C -28.62008 8.24403 -16.79347
H -35.08586 9.53068 -15.98249
H -34.20612 8.39303 -14.99232
H -34.24336 8.13663 -16.75232
H -32.74857 10.49054 -15.43998
H -33.14630 10.17136 -17.13620
H -28.52542 8.82655 -17.70988
H -28.23478 7.25373 -17.03625
H -28.07640 8.65516 -15.94289
C -23.92815 13.51693 -23.46040
C -24.73804 12.42355 -22.70398
O -23.95911 11.81799 -21.69799
C -24.57834 11.08845 -20.78966
O -25.82945 11.09216 -20.60449
O -23.72300 10.38514 -20.03236
C -22.30104 10.33164 -20.25827
H -24.08503 14.47941 -22.97347
H -24.24743 13.65012 -24.49405
H -22.86551 13.28028 -23.51433
H -25.10226 11.73613 -23.46746
H -25.62533 12.88233 -22.26769
H -22.24484 9.95904 -21.28107
H -21.93899 9.61624 -19.51988
H -21.83782 11.31799 -20.23334
C -17.38015 -1.54573 -9.61111
C -16.42617 -0.49915 -10.17820
O -17.00104 0.79636 -10.39409
C -16.25348 1.85323 -10.65523
O -15.02480 1.93348 -10.56158
O -17.10912 2.78224 -11.02449
C -16.58787 4.07992 -11.05296
H -17.81004 -1.17706 -8.67978
H -17.01223 -2.53405 -9.33551
H -18.23298 -1.71168 -10.26933
H -15.83853 -0.67509 -11.07921
H -15.54801 -0.40699 -9.53910
H -17.28057 4.77752 -11.52372
H -15.77475 4.04955 -11.77823
H -16.25062 4.38701 -10.06298
C -17.09372 7.93700 -10.46020
C -15.63038 8.30233 -10.31020
O -14.89531 7.32865 -9.57132
C -14.25163 6.30267 -10.16745
O -14.13161 6.23508 -11.41187
O -13.78217 5.45647 -9.29452
C -12.87474 4.41115 -9.60844
H -17.16402 6.90653 -10.80846
H -17.52837 8.46887 -11.30654
H -17.53946 8.06210 -9.47341
H -15.47737 9.28414 -9.86216
H -15.21455 8.35993 -11.31611
H -13.21735 3.86084 -10.48472
H -12.70541 3.71379 -8.78800
H -11.91820 4.83659 -9.91196
C -20.77523 7.21849 -20.53503
C -19.74855 7.84911 -21.60638
O -20.25379 9.07989 -22.10010
C -19.43743 9.99180 -22.69155
O -18.20396 10.02625 -22.73809
O -20.21290 10.93791 -23.04716
C -19.85182 12.17777 -23.58024
H -21.78803 7.46428 -20.85431
H -20.67131 7.81695 -19.62997
H -20.57164 6.16225 -20.35891
H -19.78189 7.25005 -22.51639
H -18.71561 7.93405 -21.26885
H -19.22025 12.68397 -22.85019
H -20.75234 12.74940 -23.80472
H -19.26137 11.92147 -24.45988
C -21.36435 7.73266 -10.42673
C -21.92804 9.12911 -10.30600
O -21.07214 9.96903 -9.57497
C -21.44978 11.24333 -9.13432
O -20.77406 11.79442 -8.29752
O -22.59521 11.62712 -9.75682
C -23.13724 12.94247 -9.40959
H -22.04966 7.13941 -11.03212
H -21.21908 7.23942 -9.46563
H -20.43158 7.70661 -10.99008
H -22.88745 9.11316 -9.78891
H -22.17162 9.52087 -11.29357
H -23.84644 13.24080 -10.18168
H -22.40779 13.74832 -9.32836
H -23.78325 12.93236 -8.53171
C -21.76239 2.54321 -7.40028
C -21.18898 3.68817 -8.25538
O -20.06263 4.27893 -7.54668
C -19.11630 4.91739 -8.13457
O -19.10331 5.35614 -9.27476
O -18.18239 5.16242 -7.22309
C -16.98264 5.89993 -7.57741
H -21.07464 1.81182 -6.97583
H -22.40768 1.90691 -8.00594
H -22.26622 2.99143 -6.54391
H -22.00661 4.38163 -8.45208
H -20.67396 3.32782 -9.14589
H -16.46723 5.51372 -8.45678
H -16.26252 6.00346 -6.76574
H -17.29577 6.91800 -7.80887
C -25.38608 10.68617 -16.78168
C -26.23713 11.74211 -16.05990
C -25.21851 12.47922 -15.24499
O -23.97023 12.15058 -15.79076
C -24.03144 11.44938 -16.95205
H -25.70884 10.26472 -17.73368
H -25.20386 9.82748 -16.13549
H -26.96375 11.39684 -15.32444
H -26.62653 12.42055 -16.81897
H -25.23031 12.26768 -14.17578
H -25.40308 13.55212 -15.29909
H -23.26376 10.67560 -16.94762
H -23.98969 12.16884 -17.76982
C -25.50400 6.06220 -17.98953
C -25.15911 7.52692 -18.11215
C -23.89619 7.45792 -18.89374
O -23.59018 6.12404 -19.29344
C -24.89186 5.49034 -19.31127
H -26.54620 5.77504 -17.85009
H -25.08914 5.56141 -17.11477
H -24.99918 7.86237 -17.08746
H -25.99869 8.02330 -18.59879
H -22.99651 7.83347 -18.40626
H -24.00426 7.94789 -19.86139
H -24.88862 4.40069 -19.28414
H -25.47025 5.68091 -20.21530
C -24.53834 5.17675 -12.07510
C -23.47196 4.18929 -12.69066
C -22.69674 3.63036 -11.52393
O -23.71709 3.67989 -10.47447
C -24.42236 4.90629 -10.55603
H -25.53489 4.82677 -12.34438
H -24.28410 6.20795 -12.32022
H -22.75907 4.75224 -13.29315
H -23.78347 3.30784 -13.25111
H -21.80179 4.19366 -11.25961
H -22.18683 2.68032 -11.68369
H -23.92560 5.65951 -9.94448
H -25.42677 4.84502 -10.13711
C -20.48031 13.46301 -18.22412
C -19.35001 12.76701 -18.94181
C -18.53293 13.85572 -19.62034
O -19.63407 14.69142 -20.12048
C -20.78938 14.58330 -19.28807
H -20.21883 13.81459 -17.22606
H -21.29289 12.73996 -18.15330
H -19.77579 12.11828 -19.70729
H -18.71825 12.12760 -18.32526
H -18.11350 13.51036 -20.56527
H -17.74051 14.32848 -19.04011
H -21.64566 14.33504 -19.91517
H -20.86632 15.52371 -18.74236
C -22.89519 3.07477 -17.45447
C -21.83992 3.93551 -16.86918
C -20.60024 3.28875 -17.37215
O -21.03768 2.28496 -18.27952
C -22.31906 2.64859 -18.82180
H -23.83682 3.62344 -17.47472
H -23.00449 2.21375 -16.79507
H -21.81264 3.91980 -15.77964
H -21.87442 4.96478 -17.22627
H -20.01304 2.80288 -16.59290
H -19.95072 3.91834 -17.98029
H -22.80909 1.77847 -19.25867
H -22.20592 3.39690 -19.60622
C -17.85147 14.45360 -15.79036
C -16.48133 14.53015 -15.21552
C -16.23517 15.95428 -14.75704
O -17.57511 16.33367 -14.49824
C -18.54829 15.30990 -14.75521
H -18.31475 13.46813 -15.83854
H -17.89547 14.96111 -16.75400
H -15.74788 14.21387 -15.95722
H -16.48858 13.84008 -14.37180
H -15.71840 16.55724 -15.50369
H -15.67227 15.98585 -13.82417
H -19.49021 15.77575 -15.04480
H -18.65342 14.80966 -13.79250
C -22.39595 15.08379 -13.92889
C -21.95533 15.78691 -12.68424
C -21.18850 14.75958 -11.84179
O -21.96359 13.61873 -12.10728
C -22.42221 13.61512 -13.48966
H -21.77842 15.41376 -14.76428
H -23.39455 15.39816 -14.23232
H -22.82645 16.13330 -12.12812
H -21.36180 16.64653 -12.99548
H -21.23896 15.11303 -10.81192
H -20.15022 14.51922 -12.07047
H -23.46856 13.32709 -13.38817
H -21.87814 13.02054 -14.22353
C -20.96198 8.74913 -15.76235
C -20.40209 9.74784 -14.83957
C -20.62756 9.11463 -13.48562
O -21.96592 8.55260 -13.65598
C -22.18927 8.22097 -15.01791
H -20.30547 7.89239 -15.91431
H -21.29098 9.15472 -16.71909
H -20.95101 10.68549 -14.92672
H -19.35431 9.88705 -15.10582
H -20.55785 9.80823 -12.64768
H -19.90092 8.35739 -13.19124
H -23.13436 8.63444 -15.36996
H -22.20213 7.14107 -15.16541
C -26.41188 1.95243 -16.02537
C -25.37496 2.09109 -14.98821
C -24.79191 0.65265 -14.88358
O -25.80351 -0.26801 -15.39250
C -26.97076 0.57959 -15.68185
H -26.09486 2.09596 -17.05832
H -27.17478 2.68844 -15.77163
H -25.78411 2.39653 -14.02519
H -24.61017 2.81207 -15.27699
H -24.34530 0.30810 -13.95088
H -23.98523 0.74329 -15.61101
H -27.58714 0.61697 -14.78364
H -27.54520 0.16834 -16.51191
```

Energy relative to the best compared isomer or geometry (same formula, charge and spin) = 0.0 kJ/mol
Orbital gap = 9.806 eV
HOMO = -9.31 eV

=====

This record from the Open Molecules 2025 dataset describes a cluster of 2 separate species, C3H7N2O in total. The level of theory is the ωB97M-V functional and the def2-TZVPD basis.

```
13
Properties=species:S:1:pos:R:3
C -0.41318 -1.94293 0.47773
C -1.70617 0.16987 -0.04913
C 1.17095 0.33313 -0.27987
N -1.71813 1.39258 0.55720
N -0.52615 -0.73181 0.34110
O -2.53857 -0.33074 -0.73105
H 0.53632 -2.49037 0.58631
H -1.30642 -2.65004 0.45498
H 1.80893 0.53115 0.55055
H 0.64291 0.95381 -0.89196
H 1.46483 -0.53827 -0.78755
H -1.09404 1.82471 1.25602
H -2.44594 1.94733 0.28920
```

2S+1 = 3
Energy relative to the best compared isomer or geometry (same formula, charge and spin) = 159.4 kJ/mol
<S²> = 2.011
Charge = +1
Orbital gap (spin up / spin down) = 6.481 / 7.221 eV
HOMO (spin up / spin down) = -11.87 / -16.38 eV